No. 1
DFT (the ωB97M-V functional and the def2-TZVPD basis) results for a cluster of 3 separate species, C18H19BrFNO8 in total.

Properties
Highest occupied orbital energy ... -0.356 Ha
M ... 476.251 u
Gap between HOMO and LUMO ... 9.217 eV

```
! wB97M-V def2-TZVPD RIJCOSX def2/J DEFGRID3
* xyz 0 1
Br 1.3615 3.0330 -0.3403
F -4.8891 3.0343 -3.0743
O 4.6054 -3.1891 0.5372
O 1.5386 2.4668 -3.4751
O 4.6849 -1.3925 1.8955
O 3.7509 -3.2949 2.6231
O -1.4951 -0.4527 0.2413
O -0.4533 -1.6191 1.8397
O -1.4170 0.3563 2.3423
O -2.7135 1.8524 -5.0553
N -0.4571 2.3556 -4.6252
C 4.8444 -0.0938 3.9435
C 0.3311 2.4487 -3.4615
C 4.0369 -1.0825 3.1393
C -0.6164 2.4644 -2.2849
C -2.7419 2.3108 -0.6006
C 0.7074 -3.3185 0.5463
C 4.3716 -2.6742 1.5801
C -4.3426 1.8816 -2.5469
C -0.3998 2.6615 -0.9510
C -5.2542 1.1975 -1.5342
C -1.4844 2.5808 -0.1169
C -0.5369 -2.4799 0.6895
C -1.1482 -0.4910 1.5536
C -2.9566 2.1453 -1.9486
C -1.8811 2.2237 -2.8050
C -1.7896 2.0937 -4.3143
C -0.7385 -1.4777 -0.4179
C 3.9298 -2.4482 3.7666
H -3.5580 2.2300 0.1049
H 4.8425 -2.7561 4.2832
H -1.2883 -1.8840 -1.2643
H 5.8550 -0.4679 4.1151
H 0.6641 -3.9368 -0.3501
H -4.1978 1.1743 -3.3677
H -5.5530 1.8447 -0.7035
H -1.3505 2.7333 0.9485
H 0.8306 -3.9673 1.4135
H 0.1967 -1.0387 -0.7758
H 4.3713 0.1024 4.9058
H -1.4146 -3.1211 0.8115
H -4.7052 0.3456 -1.1198
H 1.5968 -2.6887 0.4961
H 3.0499 -0.6688 2.9121
H 3.0868 -2.5356 4.4487
H 4.9429 0.8476 3.4030
H -0.0448 1.8727 -5.4128
H -6.1718 0.8219 -1.9944
*
```

=====

No. 2
DFT (the ωB97M-V functional and the def2-TZVPD basis) results for the molecule C18H19BrN2O2.

Properties
Highest occupied orbital energy ... -0.295 Ha
ΔE to the lowest compared entry with this formula, charge and spin ... 351.5 kJ/mol
M ... 375.266 u
Gap between HOMO and LUMO ... 8.626 eV

```
! wB97M-V def2-TZVPD RIJCOSX def2/J DEFGRID3
* xyz 0 1
Br 6.4966 -0.7612 2.1720
O 2.5678 3.6108 2.4944
O 0.2898 3.3782 2.1771
N 1.7082 1.6721 1.7029
N -2.0436 -0.7274 -0.3149
C -2.1740 -3.0450 -1.1566
C -1.1015 -0.7794 0.7889
C -0.2435 0.4585 0.6560
C -3.6509 -4.8292 -0.2296
C -3.3897 -0.0355 -0.2523
C 4.8997 2.9354 2.5744
C -2.7077 -5.7699 -0.6115
C 3.5880 2.7112 2.3796
C 3.0719 1.4769 1.9462
C 0.7684 0.6231 1.7782
C -1.5696 -5.3810 -1.4249
C 5.7536 1.9135 2.4549
C -1.3611 -4.0546 -1.7846
C -3.3311 -3.4854 -0.4056
C -1.8693 -1.5636 -1.4690
C 5.3224 0.6942 2.0573
C 1.4213 2.9317 2.1167
C 3.9393 0.4404 1.8107
H -3.6138 0.4257 -1.2325
H -4.0429 -2.7959 -0.0343
H -0.5057 -3.9838 -2.4884
H 1.3300 -0.3540 1.7920
H 3.6950 -0.5932 1.5304
H -0.8206 -1.5811 -1.8529
H -0.9679 1.2853 0.6910
H 0.1908 0.4826 -0.3050
H -3.2756 0.6796 0.5484
H -1.7590 -0.7784 1.6506
H -2.9653 -6.8246 -0.7248
H -0.8209 -6.1078 -1.7996
H 6.7675 2.2103 2.5664
H 5.2512 3.8990 3.0158
H -0.4565 -1.6278 0.8431
H 0.2991 0.6130 2.7726
H -4.2855 -0.7038 0.1496
H -4.6598 -5.1678 0.0672
H -2.5405 -1.2234 -2.4088
*
```

=====

No. 3
DFT (the ωB97M-V functional and the def2-TZVPD basis) results for the molecule C18H19Cl2NO2S.

Properties
Highest occupied orbital energy ... -0.339 Ha
ΔE to the lowest compared entry with this formula, charge and spin ... 32.9 kJ/mol
M ... 384.328 u
Gap between HOMO and LUMO ... 9.725 eV

```
! wB97M-V def2-TZVPD RIJCOSX def2/J DEFGRID3
* xyz 0 1
Cl 5.3558 -1.6054 3.2789
Cl 5.2324 -0.2035 0.5284
S 0.6100 -1.7509 -0.8320
O 1.9255 -1.8315 -1.4414
O 0.0382 -3.0393 -0.3736
N 0.7250 -0.6599 0.5605
C -0.2631 -0.0445 2.8698
C -1.3082 3.3459 0.8674
C -3.3114 2.1497 0.1202
C -1.2997 0.8946 0.8555
C -0.5111 -0.3479 1.3468
C -0.6976 2.1163 1.0181
C 3.5482 -2.2790 1.4048
C -1.1681 0.9495 -3.4276
C -2.0766 0.1664 -4.0279
C -0.2823 0.2609 -2.6027
C -0.4621 -1.0338 -2.1880
C 4.3690 -1.1113 1.9007
C -2.6191 0.9218 0.3661
C 2.7713 -1.2264 1.9919
C 2.0964 -0.2368 0.9825
C -2.2837 -1.1753 -3.7307
C -1.5528 -1.7295 -2.7518
C -2.5443 3.3800 0.2720
H -1.0229 1.9429 -3.7013
H -2.5640 0.5730 -4.8370
H -3.0695 -1.6036 -4.1891
H 2.0653 0.7822 1.3318
H 3.6307 -3.2354 2.0313
H 2.4879 -1.1283 3.0620
H -4.3206 2.1520 -0.2599
H 2.6077 -0.1469 0.0614
H 0.4479 0.7202 -2.0472
H 3.4971 -2.4375 0.3303
H -1.1340 -1.2525 1.2124
H 0.2922 2.0868 1.3846
H -1.2343 0.1617 3.3286
H -0.7317 4.1844 1.0916
H 0.1913 -0.9108 3.4004
H -1.7820 -2.7277 -2.5659
H 0.3713 0.8461 3.1476
H -3.0876 4.2018 0.0324
H -2.9368 -0.1185 0.1983
*
```

=====

No. 4
DFT (the ωB97M-V functional and the def2-TZVPD basis) results for a structure of composition C18H19Cl2O5SSeTl.

Properties
Highest occupied orbital energy ... -0.050 Ha
ΔE to the lowest compared entry with this formula, charge and spin ... 0.0 kJ/mol
M ... 701.661 u
Gap between HOMO and LUMO ... 5.483 eV

```
! wB97M-V def2-TZVPD RIJCOSX def2/J DEFGRID3
* xyz -2 1
Tl 0.3865 -1.4760 -2.2515
Se -0.2718 2.3943 -2.0976
Cl 4.7879 -4.3376 -0.2821
Cl 2.4657 -2.5997 -0.0167
S -0.8711 -4.1938 -1.9617
O -3.8595 -5.0244 4.0949
O 0.7365 -2.7855 -4.7271
O 2.6080 -2.7085 -2.9054
O -4.8955 -3.1900 3.4391
O 4.7460 -3.4108 -3.0850
C -2.4847 -2.9862 -0.0574
C 3.9636 -2.8932 -0.9315
C 1.2105 4.6021 -0.9315
C -1.7887 -4.1353 -0.4939
C -0.0113 4.4709 1.5504
C -1.8827 -5.2723 0.3390
C 3.7623 -2.9874 -2.4827
C 1.9097 4.7137 -2.2563
C 0.2305 3.6072 -0.7150
C -3.2857 -4.1056 1.9319
C -1.4103 2.5158 0.8871
C 1.5441 5.4982 0.0843
C -2.6075 -5.2547 1.5125
C -0.3720 3.5553 0.5667
C 1.3043 6.4449 2.4171
C 0.9459 5.4563 1.3347
C -3.2124 -2.9772 1.1152
C -4.0771 -4.0318 3.1788
H 2.4059 3.7734 -2.5087
H -1.6843 2.5544 1.9450
H -1.3678 -6.1728 0.0286
H 2.6460 5.5229 -2.2383
H -2.4509 -2.0953 -0.6717
H -2.6627 -6.1787 2.0824
H -3.7397 -2.0842 1.4286
H 4.6146 -2.0520 -0.7288
H -3.1055 -5.5496 3.8021
H 2.3030 6.2538 -0.1129
H 0.2796 -3.5733 -4.4065
H 1.5805 5.9415 3.3481
H 2.1475 7.0682 2.1117
H -0.4900 4.4043 2.5262
H -2.3048 2.6575 0.2753
H 1.6420 -2.8762 -4.3622
H 1.1912 4.8880 -3.0608
H 0.4666 7.1112 2.6468
H -1.0427 1.5182 0.6390
*
```

=====

Number 1: E_tot -4027.93961 Eh. Number 2: E_tot -3531.24775 Eh. Number 3: E_tot -2220.95320 Eh. Number 4: E_tot -4966.17009 Eh.